A structure of composition C45H49Cl4HfN6O2, computed with wB97M-V/def2-TZVPD.

Values from the calculation:
strongest force on any atom	0.8	eV/A
E_HOMO	-8.8738	eV
HOMO-LUMO gap	6.164	eV

```
! RIJCOSX wB97M-V def2-TZVPD def2/J DEFGRID3
* xyz 1 1
Hf 0.179 0.225 0.679
N -3.211 2.697 -0.615
C -2.910 3.680 0.296
C -1.887 3.186 1.041
N -1.572 1.920 0.613
C -2.388 1.661 -0.386
C -2.256 0.458 -1.197
N -1.327 -0.439 -0.952
C -1.402 -1.378 -1.956
C -2.399 -1.035 -2.806
N -2.934 0.130 -2.309
H -3.948 2.747 -1.296
H -3.437 4.618 0.339
H -1.375 3.661 1.859
H -0.731 -2.220 -1.996
H -2.782 -1.517 -3.691
H -3.672 0.658 -2.741
C -3.463 -3.776 1.338
C -3.367 -2.383 0.695
C -4.354 -2.334 -0.482
C -3.633 -1.252 1.685
C -4.950 -1.044 2.097
C -5.268 -0.082 3.036
C -4.262 0.707 3.576
C -2.934 0.543 3.197
C -1.867 1.416 3.859
C -2.368 2.835 4.159
C -1.333 0.811 5.169
C -2.626 -0.451 2.241
N -1.244 -0.684 1.915
C -0.607 -1.560 2.816
C 0.742 -1.607 2.834
N 1.476 -0.722 2.014
C 2.888 -0.889 2.254
C 3.444 -0.263 3.383
C 4.799 -0.424 3.638
C 5.587 -1.227 2.827
C 5.002 -1.901 1.773
C 3.646 -1.766 1.466
C 3.175 -2.667 0.311
C 1.691 -3.025 0.201
C 3.713 -2.142 -1.029
C 2.608 0.514 4.392
C 3.225 1.883 4.710
C 2.425 -0.267 5.700
C 1.185 -2.664 3.778
C 2.368 -3.219 4.193
C 2.345 -4.227 5.200
C 1.185 -4.654 5.787
C -0.056 -4.093 5.378
C -1.338 -4.396 5.911
C -2.441 -3.739 5.439
C -2.363 -2.765 4.401
C -1.144 -2.486 3.842
C -0.008 -3.142 4.373
H -3.452 -4.544 0.559
H -4.398 -3.878 1.896
H -2.637 -3.974 2.018
H -2.351 -2.269 0.325
H -5.322 -2.749 -0.188
H -3.988 -2.938 -1.315
H -4.530 -1.314 -0.832
H -5.739 -1.666 1.689
H -6.296 0.058 3.350
H -4.519 1.457 4.315
H -1.025 1.481 3.167
H -2.986 2.844 5.059
H -2.963 3.256 3.346
H -1.519 3.497 4.354
H -2.165 0.618 5.852
H -0.653 1.518 5.654
H -0.797 -0.124 5.016
H 5.242 0.064 4.501
H 6.640 -1.360 3.044
H 5.603 -2.583 1.178
H 3.675 -3.621 0.496
H 1.098 -2.141 -0.028
H 1.304 -3.471 1.116
H 1.553 -3.738 -0.616
H 3.225 -1.208 -1.306
H 3.527 -2.867 -1.827
H 4.788 -1.964 -0.979
H 1.618 0.662 3.971
H 4.026 1.790 5.448
H 2.473 2.556 5.133
H 3.659 2.358 3.826
H 3.397 -0.513 6.140
H 1.877 -1.197 5.547
H 1.872 0.341 6.423
H 3.327 -2.906 3.797
H 3.288 -4.654 5.518
H 1.208 -5.411 6.564
H -1.435 -5.136 6.699
H -3.413 -3.960 5.863
H -3.270 -2.265 4.086
Cl 1.190 2.662 1.902
C 2.616 2.970 0.857
Cl 3.245 1.440 0.258
H 3.366 3.454 1.467
H 2.292 3.577 0.021
Cl 2.322 2.862 -3.183
C 1.233 1.474 -3.174
Cl -0.319 1.849 -3.961
C 0.973 1.034 -1.744
O 1.236 -0.149 -1.412
O 0.514 1.852 -0.898
H 1.699 0.673 -3.729
*
```

Here are the Löwdin charges for atoms 1 to 99, given in e: 1.688 0.151 -0.023 -0.128 0.016 -0.255 -0.272 0.005 -0.085 -0.057 0.135 0.168 0.131 0.081 0.130 0.135 0.169 -0.042 -0.357 -0.075 -0.152 -0.043 -0.060 -0.030 -0.132 -0.364 -0.084 -0.031 -0.193 -0.084 -0.196 -0.224 -0.120 -0.254 -0.164 -0.033 -0.058 -0.049 -0.156 -0.333 -0.055 -0.056 -0.372 -0.076 -0.038 -0.104 0.000 -0.052 -0.013 -0.156 -0.015 -0.054 -0.004 -0.095 -0.102 0.085 0.089 0.067 0.095 0.081 0.077 0.066 0.114 0.108 0.112 0.063 0.084 0.063 0.084 0.095 0.083 0.066 0.118 0.109 0.120 0.136 0.016 0.084 0.091 0.043 0.086 0.078 0.083 0.080 0.078 0.063 0.090 0.062 0.084 0.105 0.107 0.115 0.115 0.105 0.105 0.675 -0.831 0.729 0.041